Record 1
C32H43BrN2P2Pd as an isolated structure at a distorted geometry. Source: the Open Molecules 2025 dataset; level of theory: ωB97M-V/def2-TZVPD.

Properties
**LUMO level (alpha / beta)**: -11.58 / -14.41 eV
**<S²>**: 6.05
**Total charge**: +4
**Orbital gap (alpha / beta)**: 6.1 / 3.2 eV
**Electronic energy**: -128912.8001 eV
**2S+1**: 5

Each line ends with the Mulliken charge.
Cartesian coordinates (Å):
C: 1.711 -6.490 -3.271  -0.348
C: 2.258 -5.182 -3.370  0.460
C: 3.390 -5.089 -4.217  -0.422
C: 3.895 -6.225 -4.869  -0.358
N: 3.350 -7.421 -4.738  0.094
C: 2.288 -7.568 -3.964  -0.359
C: 1.754 -4.039 -2.614  0.421
C: 1.444 -3.155 -1.830  -0.347
C: 1.311 -2.560 -0.511  0.074
C: 0.018 -2.121 -0.072  -0.104
C: -0.144 -1.704 1.279  -0.368
C: 0.969 -1.803 2.086  0.311
C: 2.272 -2.188 1.666  -0.985
C: 2.438 -2.595 0.375  -0.604
Pd: 0.943 -0.772 -1.298  -0.229
P: -1.285 1.495 -0.596  1.161
H: 3.927 -4.169 -4.403  0.458
H: 0.849 -6.732 -2.665  0.473
H: 4.767 -6.188 -5.526  0.432
H: 1.890 -8.585 -3.907  0.435
H: 3.449 -2.916 0.106  0.596
H: -0.868 -2.291 -0.666  0.695
H: 3.093 -2.205 2.392  0.557
H: -1.022 -1.188 1.699  0.489
C: -1.830 3.167 0.193  -0.764
C: -2.101 4.415 -0.619  -1.544
H: -1.043 3.364 0.933  0.570
H: -2.731 2.932 0.778  0.545
H: -2.363 5.233 0.067  0.415
H: -1.228 4.745 -1.183  0.247
H: -2.948 4.288 -1.297  0.347
C: -0.910 2.007 -2.388  -0.347
C: -1.337 0.907 -3.364  -1.307
H: 0.193 2.097 -2.474  0.220
H: -1.346 3.002 -2.629  0.652
H: -0.609 0.899 -4.189  0.397
H: -1.282 -0.094 -2.894  0.268
H: -2.351 1.087 -3.760  0.328
C: -3.024 0.863 -0.823  -0.485
C: -4.015 1.736 -1.589  -1.519
H: -3.374 0.701 0.205  0.310
H: -2.958 -0.133 -1.278  0.543
H: -4.869 1.148 -1.948  0.413
H: -4.433 2.533 -0.968  0.331
H: -3.568 2.206 -2.467  0.332
Br: 0.731 -1.140 3.753  0.070
P: 2.964 2.407 0.670  0.285
C: 1.623 3.115 -0.336  1.929
C: 1.986 4.505 -0.833  -1.440
H: 0.708 3.135 0.268  -1.124
H: 1.492 2.400 -1.156  -0.527
H: 1.325 4.786 -1.660  0.387
H: 1.889 5.236 -0.018  0.362
H: 3.022 4.484 -1.185  0.468
C: 2.289 2.273 2.370  0.067
C: 3.454 2.198 3.360  -1.321
H: 1.588 1.432 2.451  -0.109
H: 1.681 3.175 2.534  0.505
H: 3.059 2.089 4.381  0.382
H: 4.119 1.358 3.111  0.338
H: 4.044 3.121 3.283  0.398
C: 3.208 0.671 0.150  2.910
C: 4.395 0.607 -0.806  -1.327
H: 2.238 0.325 -0.313  -2.218
H: 3.382 0.058 1.045  0.199
H: 4.668 -0.434 -1.033  0.364
H: 4.166 1.133 -1.747  0.377
H: 5.227 1.114 -0.289  0.446
N: -1.597 1.307 2.439  -0.366
C: -2.544 0.850 2.963  0.114
C: -3.659 0.278 3.639  0.525
C: -3.434 -0.499 4.785  -0.444
C: -4.482 -1.226 5.329  -0.647
C: -5.747 -1.140 4.734  -0.384
C: -6.015 -0.282 3.646  -0.668
C: -4.956 0.460 3.111  -0.211
H: -2.427 -0.562 5.190  0.455
H: -4.276 -1.853 6.199  0.420
H: -6.553 -1.751 5.113  0.427
H: -7.014 -0.179 3.196  0.406
H: -5.124 1.137 2.265  0.470

---

Record 2
C32H43IrN5SbSe as an isolated structure. Source: the Open Molecules 2025 dataset; level of theory: ωB97M-V/def2-TZVPD.

Properties
**LUMO level**: -5.85 eV
**Relative energy (zero: lowest compared OMol25 entry of this formula, charge and spin)**: 1.092 eV
**Total charge**: +2
**Orbital gap**: 7.3 eV
**Electronic energy**: -116042.6672 eV

Each line ends with the Mulliken charge.
Cartesian coordinates (Å):
Ir: 0.104 0.236 0.421  3.934
N: 1.514 1.478 1.331  -0.688
C: 2.721 0.655 1.648  -0.849
C: 2.306 -0.775 1.960  -0.320
N: 1.420 -1.277 0.858  -0.791
C: 0.573 -2.444 1.257  -0.468
C: -0.524 -2.647 0.219  -0.686
N: -1.207 -1.342 -0.069  -0.993
C: 2.298 -1.640 -0.315  -0.536
C: 1.704 -1.223 -1.640  -1.016
N: 1.194 0.152 -1.467  -0.881
H: 1.770 2.334 0.841  0.354
H: 1.080 1.777 2.205  -0.275
H: 3.270 1.073 2.492  0.620
H: 3.383 0.697 0.783  0.377
H: 1.746 -0.822 2.890  0.114
H: 3.184 -1.417 2.057  0.433
H: 0.140 -2.209 2.225  0.053
H: 1.187 -3.343 1.345  0.499
H: -1.245 -3.377 0.587  0.677
H: -0.117 -3.044 -0.707  0.264
H: -1.962 -1.256 0.614  0.170
H: -1.679 -1.367 -0.974  0.179
H: 2.513 -2.708 -0.280  0.406
H: 3.247 -1.123 -0.187  0.456
H: 0.866 -1.845 -1.943  0.279
H: 2.459 -1.288 -2.424  0.557
H: 0.634 0.422 -2.269  0.291
H: 1.965 0.817 -1.453  0.339
Se: -1.179 0.211 2.585  0.097
C: 0.028 0.072 4.076  -0.020
C: 0.764 1.173 4.501  -0.256
C: 1.615 1.029 5.592  -0.560
N: 1.750 -0.105 6.271  -0.567
C: 0.998 -1.137 5.898  -0.510
C: 0.130 -1.103 4.814  -0.144
H: 0.647 2.147 4.037  0.578
H: 2.207 1.869 5.937  0.410
H: 1.094 -2.039 6.492  0.399
H: -0.465 -1.973 4.570  0.469
C: -6.751 2.514 0.927  -1.592
C: -5.926 3.471 0.106  0.675
C: -6.507 4.651 -0.355  -0.745
C: -5.804 5.544 -1.146  -0.725
C: -4.491 5.271 -1.501  -1.106
C: -3.895 4.103 -1.052  -0.099
C: -4.598 3.203 -0.250  0.474
Sb: -3.706 1.395 0.450  1.334
C: -3.873 0.263 -1.381  0.838
C: -3.732 0.907 -2.615  -0.293
C: -3.815 0.211 -3.809  -0.775
C: -4.049 -1.158 -3.785  -0.831
C: -4.231 -1.802 -2.574  -0.490
C: -4.169 -1.109 -1.360  0.311
C: -4.510 -1.888 -0.109  -1.830
C: -1.664 2.167 0.049  -0.919
C: -1.044 1.897 -1.178  -0.532
C: -0.063 2.764 -1.713  -0.782
C: 0.364 3.837 -0.975  -1.262
C: -0.194 4.085 0.291  -0.809
C: -1.207 3.300 0.801  1.200
C: -1.914 3.730 2.053  -1.992
H: -7.648 3.001 1.304  0.459
H: -6.201 2.129 1.788  0.283
H: -7.074 1.660 0.326  0.318
H: -7.532 4.870 -0.084  0.425
H: -6.283 6.452 -1.488  0.420
H: -3.936 5.963 -2.120  0.469
H: -2.866 3.907 -1.332  0.449
H: -3.570 1.979 -2.646  0.456
H: -3.714 0.734 -4.751  0.488
H: -4.121 -1.716 -4.710  0.447
H: -4.466 -2.861 -2.563  0.499
H: -3.962 -2.832 -0.062  0.365
H: -5.569 -2.154 -0.116  0.449
H: -4.337 -1.333 0.814  0.342
H: -1.489 1.152 -1.830  0.909
H: 0.308 2.618 -2.721  0.627
H: 1.092 4.528 -1.383  0.443
H: 0.118 4.965 0.842  0.545
H: -1.309 4.429 2.630  0.551
H: -2.170 2.879 2.684  0.264
H: -2.843 4.241 1.788  0.352